[1]
Entry from the OMol25 dataset: a cluster of 3 separate species, C2H10NO3 in total at a distorted geometry (ωB97M-V/def2-TZVPD).

Calculated values
Kohn-Sham gap ... 11.5916 eV
HOMO energy ... -14.754 eV
Total charge ... +1

Last column: Mulliken charge in e.
Atoms and positions in Å:
O  2.159  -0.573  0.618  -0.42
C  1.533  0.161  1.320  0.14
C  0.052  0.429  1.109  -0.54
N  -0.355  -0.430  -0.071  -0.24
H  2.035  0.778  2.081  0.38
H  -0.629  0.205  1.923  0.37
H  -0.101  1.463  0.810  0.34
H  -1.352  -0.307  -0.289  0.30
H  0.307  -0.270  -0.865  0.36
H  -0.273  -1.399  0.222  0.39
H  1.871  0.318  -2.383  0.31
H  0.669  0.879  -3.070  0.29
O  0.948  0.485  -2.244  -0.63
H  -4.096  -0.053  -0.506  0.32
H  -3.461  -0.746  0.722  0.34
O  -3.343  -0.031  0.088  -0.68

Forces on the atoms, in the same order (eV/Å):
-0.1 -0.5 -0.4
0.1 1.0 0.6
-0.2 -0.6 -1.3
0.0 -0.1 1.1
-0.1 -0.1 0.2
0.3 0.0 0.4
0.1 0.2 0.1
-0.1 0.4 -0.4
-0.7 0.1 -0.2
0.3 -0.3 -0.1
0.9 -0.2 0.0
-0.4 0.2 -0.2
-0.3 0.1 0.1
-0.2 -0.1 -0.1
-0.4 0.0 0.0
0.8 -0.1 0.1

[2]
Entry from the OMol25 dataset: a structure of composition C26H73Br2FN4O22 at a distorted geometry (ωB97M-V/def2-TZVPD).

Calculated values
Kohn-Sham gap ... 7.7278 eV
HOMO energy ... -7.829 eV
Total charge ... 0

Last column: Mulliken charge in e.
Atoms and positions in Å:
C  -6.734  0.136  5.236  -1.37
C  -5.804  -0.677  4.295  -0.23
C  -4.804  0.237  3.563  -0.16
N  -4.339  -0.276  2.255  0.21
C  -2.903  -0.224  2.011  2.10
C  -2.701  -1.383  0.936  -1.52
C  -3.846  -1.579  -0.059  -0.37
C  -3.491  -2.735  -1.008  -0.76
F  -2.349  -2.479  -1.762  -0.33
C  -1.872  -0.701  3.119  -0.63
C  -0.522  -1.208  2.556  -0.13
C  0.635  -1.317  3.559  -1.13
C  1.841  -0.665  2.878  0.43
O  2.059  0.525  2.973  -0.62
N  2.649  -1.495  2.052  -0.21
C  3.833  -0.796  1.603  0.02
C  5.004  -1.093  2.212  -0.38
C  6.162  -0.493  1.814  -0.96
C  6.103  0.401  0.790  -0.36
C  4.927  0.714  0.201  -1.32
C  3.767  0.117  0.581  0.37
N  -2.276  -1.463  4.292  -0.28
C  -2.527  -2.716  4.231  1.15
C  -1.531  -3.754  4.721  -1.68
C  -3.831  -3.330  3.749  -1.32
N  -1.437  0.592  3.715  1.46
C  -1.191  1.488  2.665  -2.21
O  -0.278  2.261  2.539  -0.51
C  -2.358  1.193  1.606  3.06
C  -1.567  1.303  0.271  -0.72
O  -1.336  2.643  -0.121  -0.47
O  -0.055  2.542  -0.692  -0.35
C  -3.260  2.416  1.820  -1.21
Br  -3.038  3.433  3.456  -0.07
C  -4.219  2.883  1.038  0.40
C  -5.044  4.118  1.330  -1.56
Br  -4.672  2.002  -0.601  -0.22
H  -6.581  -0.206  6.262  0.35
H  -7.784  -0.059  5.030  0.29
H  -6.493  1.199  5.239  0.38
H  -5.202  -1.290  4.962  -0.20
H  -6.394  -1.282  3.612  0.56
H  -5.350  1.176  3.392  0.40
H  -4.019  0.480  4.275  0.03
H  -4.805  0.313  1.579  0.44
H  -1.789  -1.261  0.349  -0.60
H  -2.582  -2.337  1.450  0.98
H  -4.028  -0.717  -0.700  0.11
H  -4.766  -1.929  0.400  0.30
H  -3.267  -3.616  -0.403  0.31
H  -4.327  -2.917  -1.680  0.37
H  -0.637  -2.207  2.129  0.92
H  -0.213  -0.588  1.712  -0.79
H  0.894  -2.366  3.721  0.54
H  0.463  -0.888  4.540  0.26
H  2.941  -2.290  2.611  0.43
H  5.057  -1.815  3.021  0.30
H  7.098  -0.749  2.286  0.39
H  7.020  0.863  0.451  0.33
H  4.935  1.430  -0.609  0.83
H  2.810  0.314  0.138  0.79
H  -0.977  -4.109  3.850  0.27
H  -2.013  -4.570  5.259  0.56
H  -0.857  -3.246  5.409  0.36
H  -4.591  -3.254  4.522  0.37
H  -3.696  -4.402  3.571  0.50
H  -4.158  -2.904  2.802  0.11
H  -1.913  0.901  4.549  0.33
H  -2.054  0.791  -0.561  0.47
H  -0.581  0.885  0.455  0.04
H  0.549  3.004  -0.092  0.35
H  -5.527  4.044  2.298  0.35
H  -4.352  4.959  1.269  0.40
H  -5.748  4.264  0.515  0.44
O  7.009  0.339  -1.574  -0.67
H  7.617  0.141  -2.297  0.21
H  6.569  1.160  -1.855  0.37
O  8.160  0.179  -4.529  -0.55
H  8.625  -0.431  -5.117  0.32
H  7.686  0.765  -5.130  0.24
O  0.290  -1.217  -1.075  -0.40
H  1.056  -1.801  -1.135  0.29
H  -0.452  -1.735  -1.395  0.18
O  -7.125  -2.558  0.082  -0.58
H  -7.110  -2.911  -0.817  0.36
H  -7.017  -1.606  -0.037  0.24
O  -8.025  0.095  -0.856  -0.61
H  -8.817  0.460  -1.264  0.28
H  -7.304  0.557  -1.300  0.29
O  9.670  -0.664  -6.899  -0.65
H  9.607  -1.148  -7.729  0.31
H  9.919  0.227  -7.166  0.32
O  -5.662  3.913  -3.570  -0.72
H  -5.334  3.519  -2.753  0.27
H  -4.918  3.839  -4.178  0.31
O  9.977  0.573  -0.930  -0.68
H  9.047  0.705  -0.695  0.43
H  9.954  0.393  -1.874  0.28
O  3.020  3.458  -0.618  -0.63
H  2.783  2.925  0.151  0.31
H  2.879  2.863  -1.360  0.37
O  -1.433  1.815  6.761  -0.66
H  -0.791  1.126  6.558  0.32
H  -1.338  2.442  6.036  0.32
O  5.265  2.358  -2.557  -0.58
H  5.262  3.320  -2.526  0.31
H  4.335  2.113  -2.570  0.17
O  -6.339  2.486  -6.307  -0.63
H  -6.369  2.868  -5.421  0.36
H  -5.464  2.093  -6.372  0.30
O  2.625  0.240  -2.040  -0.33
H  1.738  0.560  -2.250  0.33
H  3.207  0.893  -2.442  -0.05
O  2.780  0.520  -3.741  -0.49
H  3.244  -0.095  -4.323  0.24
H  2.298  1.099  -4.340  0.21
O  7.513  1.033  -7.617  -0.60
H  6.991  0.229  -7.698  0.32
H  7.581  1.362  -8.519  0.29
O  4.748  0.918  -4.589  -0.61
H  4.945  0.212  -3.964  0.34
H  5.612  1.182  -4.924  0.20
O  11.653  -0.344  -9.189  -0.63
H  11.915  -0.653  -8.314  0.33
H  12.362  -0.644  -9.766  0.30
O  -6.760  -4.755  -1.754  -0.60
H  -6.927  -5.411  -1.070  0.30
H  -6.817  -5.249  -2.578  0.29

Forces on the atoms, in the same order (eV/Å):
0.4 -0.6 0.3
0.2 0.7 0.7
-1.2 0.3 -0.1
0.4 0.3 2.2
0.5 -2.1 -2.1
-0.6 1.0 -0.9
0.9 -1.0 -1.0
-0.5 0.3 1.0
0.3 0.2 -0.3
-0.7 3.1 2.7
-0.4 -1.3 -0.2
1.0 -0.4 -0.5
0.1 0.8 0.3
-0.4 -0.5 0.0
-0.1 0.8 0.9
-1.3 -0.8 0.0
0.7 -1.0 1.1
0.7 -0.2 0.2
2.0 0.7 0.6
-0.7 1.0 -1.3
-0.8 -0.3 0.6
1.4 -1.4 -1.9
-0.9 -0.5 0.4
-0.5 0.9 1.3
0.7 -0.7 -0.9
0.7 0.4 0.0
-0.7 -0.6 0.3
-0.8 -0.4 0.1
2.0 1.6 0.1
-0.9 -0.7 0.0
-0.1 0.0 0.6
1.0 0.6 -1.3
-0.1 -0.9 0.0
-0.2 -0.1 -0.3
-0.5 0.5 0.3
0.5 -0.3 -1.2
0.1 0.0 0.1
0.0 0.1 0.0
-0.1 0.4 -0.2
-0.3 0.1 -0.2
-0.1 -0.5 -0.3
0.2 -0.1 -0.1
0.2 0.1 -0.1
0.3 0.0 -0.2
0.2 -0.3 -0.4
0.1 0.1 0.2
-0.1 0.1 0.3
-0.1 0.2 0.3
-0.1 0.3 0.2
-0.1 -0.2 -0.2
0.1 -0.2 -0.2
-0.1 0.1 -0.1
-0.1 0.1 0.1
-0.2 -0.1 0.0
-0.2 0.4 -0.2
-0.3 -0.3 -0.3
-0.2 -0.1 0.1
0.1 0.0 0.1
-0.2 0.0 0.3
-0.2 0.0 0.2
0.0 0.1 -0.3
-0.1 -0.1 0.0
0.1 -0.2 -0.3
0.3 -0.1 -0.1
-0.1 0.3 0.0
0.1 0.0 0.1
-0.4 0.4 0.3
0.1 0.0 0.1
0.0 -0.2 0.1
-0.2 -0.4 -0.3
-0.4 0.2 0.4
-0.1 0.2 0.0
-0.1 0.2 0.4
-0.3 0.0 0.3
0.6 0.0 -1.0
-0.1 -0.1 -0.3
0.0 -0.2 0.0
-0.2 0.0 0.2
0.1 0.1 -0.1
0.3 0.0 -0.1
0.1 0.0 0.1
0.0 0.2 0.0
-0.2 -0.2 -0.1
0.3 0.0 0.0
0.0 -0.2 0.1
-0.4 0.0 0.1
0.3 0.2 -0.2
-0.1 -0.1 0.1
0.0 0.0 0.1
0.4 -0.3 0.1
0.0 0.0 0.0
-0.2 0.1 0.0
0.0 -0.2 -0.2
0.0 0.0 0.1
0.1 0.2 0.1
0.0 0.0 0.1
0.0 -0.1 -0.1
0.0 0.0 0.0
-0.2 0.1 0.0
0.3 -0.1 0.1
-0.2 -0.1 0.1
-0.1 -0.1 -0.2
0.0 0.0 0.0
0.1 0.1 0.0
0.2 0.7 0.2
0.0 0.1 0.2
0.4 0.2 -0.3
0.1 0.0 0.1
-0.1 0.0 0.1
0.0 -0.1 -0.1
-1.1 -0.9 12.3
0.3 -0.5 0.6
-0.4 -0.7 1.6
-1.8 0.8 -12.3
-0.5 0.2 -0.5
0.2 0.3 -1.2
-0.2 0.1 -0.1
0.0 -0.1 0.0
0.0 0.1 0.0
2.0 -0.1 -1.5
0.5 0.2 0.1
0.1 0.0 0.0
0.0 -0.1 0.1
0.0 0.0 0.0
0.0 0.0 -0.1
0.0 -0.1 -0.1
0.0 0.1 0.1
0.0 0.1 0.0

[3]
Entry from the OMol25 dataset: a cluster of 2 separate species, C2H4N4 in total at a distorted geometry (ωB97M-V/def2-TZVPD).

Calculated values
Kohn-Sham gap ... 10.7566 eV
HOMO energy ... -9.718 eV
Total charge ... 0

Last column: Mulliken charge in e.
Atoms and positions in Å:
C  -1.897  0.120  -0.224  -0.35
C  -1.204  -1.006  0.286  -0.10
N  2.219  -0.883  -0.646  -0.42
N  2.397  0.096  -0.161  0.91
N  2.710  1.084  0.388  -0.78
N  -0.454  -0.007  0.124  -0.24
H  -2.247  0.113  -1.306  0.15
H  -2.525  0.866  0.248  0.22
H  -1.081  -2.063  0.329  0.30
H  2.082  1.679  0.962  0.30

Forces on the atoms, in the same order (eV/Å):
-2.0 1.0 -2.4
0.9 0.5 -0.3
-0.2 -1.9 -1.3
-1.2 -1.3 0.1
1.5 4.4 2.1
0.0 -0.5 0.1
1.0 0.0 0.9
0.1 -0.4 1.1
-0.1 -0.5 0.7
0.1 -1.3 -1.0

[4]
Entry from the OMol25 dataset: a structure of composition C14H25FeN4O4SSe3Te at a distorted geometry (ωB97M-V/def2-TZVPD).

Calculated values
Spin multiplicity ... 5
Kohn-Sham gap (alpha / beta) ... 6.4064 / 6.4302 eV
HOMO energy (alpha / beta) ... -3.978 / -4.001 eV
Total charge ... -1

Last column: Löwdin spin population.
Atoms and positions in Å:
Fe  1.424  -1.022  2.037  3.69
N  -0.586  -1.771  3.148  0.03
C  -1.057  -0.945  4.277  0.00
C  -1.119  0.521  3.776  0.00
N  0.179  0.856  3.208  0.03
C  0.276  1.991  2.308  0.00
C  -0.174  1.522  0.934  0.00
N  0.469  0.255  0.485  0.03
H  -1.163  -1.832  2.304  0.00
H  -0.517  -2.745  3.481  0.00
H  -0.233  -1.001  5.009  0.00
H  -2.076  -1.320  4.727  0.00
H  -1.490  1.152  4.587  0.00
H  -1.915  0.492  3.035  0.00
H  0.874  0.975  3.898  0.00
H  1.318  2.252  2.249  0.00
H  -0.363  2.856  2.632  0.00
H  0.031  2.301  0.215  0.00
H  -1.245  1.421  1.006  0.00
H  1.259  0.621  -0.049  0.00
H  -0.094  -0.324  -0.100  0.00
Se  2.899  -0.920  3.972  0.05
Se  3.579  1.024  2.988  0.03
Te  4.022  0.172  0.578  0.03
Se  2.846  1.665  -1.198  0.00
C  -2.612  3.514  -1.832  0.00
C  -1.842  2.327  -2.310  0.00
C  -0.720  2.538  -3.123  0.00
C  -0.002  1.386  -3.542  0.00
C  -0.453  0.108  -3.195  0.00
C  -1.550  -0.080  -2.348  0.00
C  -2.223  1.045  -1.884  0.00
S  0.456  -1.317  -3.594  0.00
O  -0.478  -2.393  -3.706  0.00
O  1.397  -1.148  -4.685  0.00
N  1.264  -1.435  -2.160  0.00
C  1.951  -2.730  -1.942  0.00
C  0.909  -3.636  -1.261  0.00
C  0.495  -2.883  0.007  0.01
O  1.431  -2.544  0.799  0.07
O  -0.696  -2.609  0.170  0.01
H  -2.045  4.436  -2.088  0.00
H  -2.660  3.460  -0.768  0.00
H  -3.577  3.531  -2.390  0.00
H  -0.429  3.561  -3.420  0.00
H  0.920  1.453  -4.121  0.00
H  -1.744  -1.031  -1.987  0.00
H  -3.058  0.951  -1.215  0.00
H  1.713  -0.543  -1.859  0.00
H  2.829  -2.574  -1.318  0.00
H  2.187  -3.087  -2.966  0.00
H  1.389  -4.590  -0.930  0.00
H  0.004  -3.907  -1.840  0.00

Forces on the atoms, in the same order (eV/Å):
-1.1 0.3 0.0
0.1 -1.3 0.4
-0.6 -0.1 -0.2
-0.3 -1.4 0.3
-0.6 0.3 -0.3
-0.9 -0.3 -0.4
-0.4 -0.4 -0.1
0.3 1.4 1.7
-0.1 0.3 0.2
0.2 0.6 -0.4
-0.6 -0.1 0.1
1.8 0.9 -0.7
0.3 0.3 0.1
0.2 0.4 -0.5
0.7 -0.2 1.2
0.3 0.4 0.2
0.6 -0.4 -0.3
0.0 0.4 -0.4
-0.5 -0.4 -0.3
0.1 -0.4 -0.5
-0.6 -0.2 -0.4
0.1 -1.0 0.9
0.7 0.9 -0.7
-0.3 0.6 -0.6
0.7 -0.5 0.8
0.3 0.7 -1.5
0.7 0.1 -0.2
0.1 -1.5 -0.1
-0.3 0.3 0.0
-0.2 1.5 0.1
0.6 2.3 -0.4
0.6 0.0 -0.9
1.7 0.2 0.2
-0.3 -0.6 -0.1
-0.7 0.4 0.3
-0.1 0.4 0.0
-1.3 0.1 -1.3
0.7 -0.9 1.1
-0.7 -0.4 -0.5
0.6 -0.3 0.0
-0.5 0.2 0.2
-0.5 -0.5 0.2
-0.7 0.1 0.8
0.4 0.2 0.9
-0.1 -0.8 0.2
-0.3 0.1 0.1
-0.6 -1.8 0.5
-0.2 -0.1 0.2
0.0 -0.6 -0.5
-0.1 -0.1 -0.2
0.5 -0.3 0.7
-0.2 0.6 -0.3
0.8 0.6 0.1

[5]
Entry from the OMol25 dataset: an isolated molecule of C2H6N2O at a distorted geometry (ωB97M-V/def2-TZVPD).

Calculated values
Kohn-Sham gap ... 10.2478 eV
HOMO energy ... -9.323 eV
Total charge ... 0

Last column: Mulliken charge in e.
Atoms and positions in Å:
H  0.456  -0.186  2.190  0.19
N  0.267  -0.603  1.283  -0.69
C  0.229  0.353  0.445  0.69
N  0.559  1.677  0.580  -0.41
O  -0.083  0.085  -0.831  -0.38
C  -0.662  -1.154  -1.141  -0.62
H  0.457  2.257  -0.215  0.22
H  1.084  1.999  1.397  0.20
H  0.089  -1.965  -1.021  0.26
H  -1.506  -1.383  -0.496  0.31
H  -0.890  -1.081  -2.191  0.24

Forces on the atoms, in the same order (eV/Å):
0.1 -0.3 0.3
-0.2 0.7 0.6
0.5 -0.7 -0.5
0.2 -0.4 1.3
-0.1 1.3 -0.3
1.0 -1.2 0.2
0.1 0.5 -0.5
-0.5 -0.3 -0.8
-0.5 0.4 0.1
-0.2 0.1 -0.1
-0.5 -0.1 -0.3